[1]
Density functional theory data (the ωB97M-V functional and the def2-TZVPD basis) for C44H39Cl2CsN3O4P as an isolated structure in a non-equilibrium geometry.

Structure (XYZ):
```
94
Properties=species:S:1:pos:R:3:mulliken_charge:R:1
Cs 0.46 -0.63 1.15 2.212
Cl 5.13 2.20 7.10 -0.254
C 4.30 1.36 5.82 0.166
C 4.84 0.18 5.31 -0.634
C 4.21 -0.49 4.30 0.363
Cl 4.90 -1.96 3.70 -0.234
C 3.00 -0.04 3.70 -0.461
O 2.45 -0.65 2.74 -0.759
C 2.44 1.15 4.28 1.090
C 1.15 1.71 3.93 -0.388
O 0.33 1.26 3.14 -0.664
C 3.11 1.83 5.32 -0.957
H 5.77 -0.21 5.71 0.445
H 0.89 2.64 4.49 0.234
H 2.66 2.73 5.72 0.350
C -0.34 -3.83 -0.91 -1.599
C -1.09 -3.11 -2.02 1.962
C -1.06 -3.94 -3.30 -1.852
C -2.53 -2.83 -1.59 -0.113
C -3.39 -2.15 -2.67 -0.407
O -4.08 -1.10 -1.96 -0.345
C -3.42 -0.99 -0.78 -0.513
N -2.57 -1.87 -0.46 -0.246
C -3.80 0.20 0.01 -0.233
C -4.92 0.15 0.82 -0.126
C -5.32 1.27 1.54 -0.893
C -4.60 2.44 1.43 -0.725
C -3.48 2.50 0.61 -0.978
C -3.05 1.38 -0.10 0.751
P -1.49 1.36 -1.06 1.497
C -1.97 1.21 -2.79 0.254
C -1.04 0.56 -3.61 -0.578
C -1.30 0.40 -4.96 -0.555
C -2.50 0.85 -5.50 -0.507
C -3.43 1.47 -4.69 -0.731
C -3.16 1.66 -3.34 -0.246
C -0.80 3.02 -0.86 0.428
C -0.30 3.39 0.39 -0.536
C 0.38 4.59 0.54 -0.686
C 0.58 5.43 -0.55 -0.650
C 0.10 5.06 -1.80 -0.701
C -0.59 3.86 -1.95 -0.553
H 0.71 -3.98 -1.15 0.429
H -0.77 -4.83 -0.76 0.416
H -0.39 -3.32 0.04 0.042
H -0.62 -2.14 -2.21 -0.564
H -1.57 -4.89 -3.16 0.374
H -0.03 -4.17 -3.60 0.438
H -1.53 -3.43 -4.15 0.408
H -2.99 -3.77 -1.26 0.570
H -4.14 -2.79 -3.13 0.342
H -2.78 -1.66 -3.44 0.086
H -5.48 -0.77 0.88 0.538
H -6.19 1.22 2.18 0.409
H -4.90 3.32 1.98 0.454
H -2.93 3.43 0.53 0.501
H -0.11 0.20 -3.18 0.024
H -0.57 -0.10 -5.59 0.428
H -2.71 0.70 -6.55 0.364
H -4.37 1.82 -5.10 0.406
H -3.90 2.15 -2.71 0.492
H -0.41 2.75 1.25 0.623
H 0.76 4.87 1.51 0.469
H 1.12 6.36 -0.43 0.402
H 0.25 5.70 -2.66 0.449
H -0.97 3.59 -2.93 0.390
O 1.73 -3.25 1.88 -0.251
C 1.31 -4.19 2.82 -0.854
C 0.08 -3.79 3.62 0.614
C -0.58 -4.74 4.40 -0.837
C -1.67 -4.36 5.15 -0.299
C -2.07 -3.03 5.11 -0.793
C -1.36 -2.16 4.30 -0.351
N -0.31 -2.53 3.57 0.135
H 2.05 -2.45 2.35 0.146
H 2.12 -4.42 3.53 0.361
H 1.09 -5.12 2.28 0.381
H -0.24 -5.77 4.41 0.426
H -2.19 -5.08 5.76 0.396
H -2.92 -2.67 5.68 0.405
H -1.63 -1.11 4.24 0.469
N 1.96 0.44 -1.43 -0.415
C 2.86 0.85 -2.02 -0.134
C 3.99 1.35 -2.75 0.670
C 3.96 2.66 -3.23 -0.496
C 5.07 3.14 -3.91 -0.545
C 6.17 2.32 -4.10 -0.363
C 6.19 1.02 -3.62 -0.543
C 5.09 0.53 -2.94 -0.480
H 3.09 3.28 -3.06 0.580
H 5.06 4.15 -4.29 0.400
H 7.03 2.71 -4.64 0.386
H 7.06 0.40 -3.77 0.389
H 5.09 -0.48 -2.54 0.484
```

Results
* multiplicity: 1


[2]
Density functional theory data (the ωB97M-V functional and the def2-TZVPD basis) for C44H39GeN4O3S4V as an isolated structure in a non-equilibrium geometry.

Structure (XYZ):
```
96
Properties=species:S:1:pos:R:3:nbo_charge:R:1
V 0.62 0.25 0.52 1.079
C 1.81 0.80 6.24 -0.617
C 2.65 1.82 5.49 -0.217
N 2.99 1.34 4.15 -0.346
C 4.28 0.67 4.02 -0.219
C 5.40 1.65 3.74 -0.621
C 2.17 1.51 3.13 0.374
S 2.66 1.06 1.54 -0.098
N 1.03 2.21 3.41 -0.564
C -0.06 1.98 2.75 0.674
O -0.16 0.95 1.94 -0.658
C -1.27 2.81 2.87 -0.178
C -2.32 2.65 1.96 -0.104
C -3.43 3.47 2.05 -0.222
C -3.51 4.43 3.05 -0.167
C -2.47 4.58 3.96 -0.213
C -1.35 3.78 3.87 -0.142
H 1.53 1.20 7.21 0.230
H 2.35 -0.13 6.41 0.212
H 0.89 0.57 5.70 0.216
H 3.60 1.98 6.00 0.209
H 2.14 2.78 5.40 0.236
H 4.20 -0.08 3.23 0.231
H 4.44 0.14 4.97 0.210
H 5.25 2.13 2.77 0.224
H 6.36 1.14 3.72 0.229
H 5.45 2.43 4.50 0.214
H -2.26 1.92 1.16 0.214
H -4.23 3.36 1.34 0.227
H -4.38 5.06 3.12 0.224
H -2.53 5.33 4.73 0.225
H -0.53 3.89 4.56 0.229
C -2.64 -2.23 3.03 -0.227
C -1.89 -1.25 2.37 0.098
N -0.76 -1.49 1.74 -0.442
C -0.30 -2.77 1.75 0.149
C -0.99 -3.83 2.35 -0.075
C -2.20 -3.53 3.00 -0.118
C -0.43 -5.15 2.31 -0.158
C 0.77 -5.37 1.72 -0.178
C 1.52 -4.30 1.14 -0.099
C 2.79 -4.47 0.57 -0.100
C 3.45 -3.37 0.07 -0.256
C 2.82 -2.12 0.13 0.095
N 1.63 -1.94 0.65 -0.495
C 0.98 -3.00 1.15 0.244
H -3.56 -1.96 3.52 0.238
H -2.24 -0.22 2.36 0.214
H -2.76 -4.32 3.48 0.230
H -0.98 -5.96 2.76 0.228
H 1.19 -6.36 1.69 0.228
H 3.23 -5.45 0.54 0.229
H 4.43 -3.45 -0.37 0.236
H 3.32 -1.24 -0.26 0.223
S -3.52 -2.10 -0.39 0.066
C -2.82 -0.73 -0.86 -0.519
S -1.06 -0.63 -1.21 -0.032
S -3.57 0.77 -1.27 -0.075
Ge -1.53 1.42 -2.21 1.473
C -1.43 3.27 -1.49 -0.484
C -2.64 3.94 -1.38 -0.146
C -2.71 5.24 -0.92 -0.228
C -1.55 5.90 -0.54 -0.190
C -0.33 5.26 -0.65 -0.198
C -0.27 3.96 -1.14 -0.210
C -1.80 1.16 -4.13 -0.403
C -0.80 0.75 -5.02 -0.208
C -1.07 0.58 -6.36 -0.215
C -2.35 0.82 -6.86 -0.176
C -3.35 1.23 -5.99 -0.211
C -3.07 1.39 -4.64 -0.223
H 0.38 1.68 -0.05 -0.066
H -3.57 3.45 -1.65 0.204
H -3.67 5.74 -0.85 0.221
H -1.60 6.91 -0.16 0.221
H 0.58 5.77 -0.37 0.219
H 0.70 3.49 -1.23 0.220
H 0.21 0.58 -4.67 0.217
H -0.29 0.25 -7.03 0.219
H -2.56 0.69 -7.91 0.219
H -4.34 1.43 -6.37 0.222
H -3.88 1.70 -3.99 0.215
O 0.73 1.55 -2.59 -0.665
C 1.63 0.78 -2.23 0.839
O 1.57 0.13 -1.11 -0.720
C 2.82 0.52 -3.06 -0.107
C 3.37 1.56 -3.80 -0.187
C 4.47 1.33 -4.60 -0.192
C 5.00 0.05 -4.69 -0.181
C 4.45 -0.99 -3.96 -0.212
C 3.36 -0.76 -3.14 -0.190
H 2.92 2.55 -3.74 0.234
H 4.90 2.13 -5.17 0.225
H 5.85 -0.14 -5.32 0.225
H 4.86 -1.99 -4.04 0.222
H 2.91 -1.57 -2.57 0.220
```

Results
* <S²>: 0.767
* charge: +1
* multiplicity: 2


no.,molecular weight (g/mol),calculated total energy (Eh)
1,908.60,-3447.24514
2,923.64,-6758.47197